C4H16N2O2 | ωB97M-V/def2-TZVPD

Geometry as XYZ:
```
24
Properties=species:S:1:pos:R:3
C -2.24227 -0.35796 -2.18442
C -0.81500 0.32190 -2.10218
N -0.29638 0.14268 -0.65725
C 1.18904 0.60614 -0.52437
C 1.38868 1.08396 0.96249
N 2.74194 1.63675 1.03580
H -2.63213 -0.85152 -1.25793
H -3.05643 0.36218 -2.41405
H -2.26867 -1.16433 -2.91053
H -0.12772 -0.07529 -2.82820
H -1.06415 1.46728 -2.23754
H -0.89017 0.67240 -0.03480
H 1.69829 -0.36947 -0.66531
H 1.51074 1.29102 -1.28511
H 1.13010 0.41047 1.80326
H 0.63938 1.97766 1.05070
H 2.86181 2.50667 1.53107
H 3.53293 1.21659 1.09817
O 0.65958 -2.10302 1.32027
H 1.34623 -2.85824 1.44859
H 0.29168 -1.94200 0.47550
O -2.13234 -1.53148 2.98463
H -1.20047 -1.78751 2.78008
H -2.26470 -0.65488 2.61113
```

Gap between HOMO and LUMO, eV: 9.50
SMILES: CCNCCN.O.O

Atomic partial charges in e from the Löwdin method, atoms 1 to 2: -0.1163 -0.2361

---

C4H16N2O2 | ωB97M-V/def2-TZVPD

Geometry as XYZ:
```
24
Properties=species:S:1:pos:R:3
C 1.50892 0.54308 0.82495
O 1.91625 -0.62058 0.13911
C -0.02399 0.57180 0.90660
C -0.65642 1.31957 -0.28815
C -1.00729 0.32353 -1.39167
N 0.15570 -0.49958 -1.93788
N -0.45054 1.23048 2.23620
H 2.06752 0.75810 1.70595
H 1.81233 1.34024 0.15150
H 2.22370 -1.30860 0.69405
H -0.43262 -0.42587 0.99455
H 0.12665 1.99144 -0.65584
H -1.54698 1.87624 0.02121
H -1.54557 0.74396 -2.21928
H -1.71207 -0.36044 -1.00200
H 0.00715 -1.42301 -1.48827
H 1.08879 -0.22832 -1.59799
H -0.05929 -0.60396 -2.92173
H -1.47048 1.31939 2.30767
H -0.01758 0.75172 2.99809
H -0.06061 2.17753 2.29132
H -1.24416 -3.29951 -1.05695
H -0.00525 -3.42053 -0.22054
O -0.67415 -2.75669 -0.49091
```

Gap between HOMO and LUMO, eV: 12.51
Charge: +2

Atomic partial charges in e from the Löwdin method, atoms 1 to 2: -0.1700 -0.0239

---

C4H16N2O4 | ωB97M-V/def2-TZVPD

Geometry as XYZ:
```
26
Properties=species:S:1:pos:R:3
C 0.02327 -2.28110 0.08094
N 1.04198 -1.29498 0.45342
C 2.29894 -1.94353 0.66774
C 1.03204 0.01812 0.00244
O -0.08054 0.52247 -0.23469
C 2.37164 0.74054 -0.07898
N 1.89527 2.11981 -0.14150
H -0.87326 -2.03751 -0.40704
H -0.16219 -2.98180 1.02607
H 0.33785 -3.22169 -0.59863
H 2.94832 -2.07259 -0.14178
H 2.83184 -1.52907 1.46674
H 2.17901 -3.02059 0.86674
H 3.07189 0.61307 -1.02927
H 2.81067 0.46266 0.86804
H 0.82864 2.22593 -0.03839
H 2.19978 2.51298 -0.96432
O -3.18564 1.93061 -0.60369
H -2.94808 2.26940 -1.51725
H -2.98473 2.73329 -0.08797
O -3.04831 -0.98100 -3.07644
H -3.17269 -1.06638 -2.10395
H -3.49853 -0.06990 -3.18151
O -0.82774 0.91820 3.16103
H -0.88478 0.06778 3.35903
H -0.46194 1.01426 2.29752
```

Gap between HOMO and LUMO, eV: 9.68
SMILES: CN(C)C(=O)CN.O.O.O

Atomic partial charges in e from the Löwdin method, atoms 1 to 2: -0.0685 -0.1373

---

C4H16N4 | ωB97M-V/def2-TZVPD

Geometry as XYZ:
```
24
Properties=species:S:1:pos:R:3
C -0.49631 0.43093 1.70655
C -1.78966 -0.03109 0.37953
N -0.09847 1.74716 1.31312
N 0.57240 -0.43039 1.86714
N -2.35542 1.14855 -0.25352
H -1.21692 0.43352 2.52754
H 1.00022 -0.60220 0.69438
H 0.27379 -1.29519 2.30481
H 0.89749 1.90797 1.38424
H -0.60908 2.44915 1.84179
H -2.50242 1.06801 -1.25844
H -1.92033 2.06248 -0.24659
H -2.55961 -0.44094 1.03890
H -1.69533 -0.87148 -0.33104
C 1.01889 -1.96725 -1.22284
C 1.71658 0.37683 -1.45669
N 0.96303 -0.60940 -0.68850
H -0.04018 -0.30665 -0.62652
H 1.36236 0.44157 -2.49171
H 2.05054 -2.32250 -1.21483
H 0.43090 -2.61835 -0.57728
H 0.62387 -2.02227 -2.24244
H 1.60054 1.34768 -0.97846
H 2.77311 0.10387 -1.46916
```

Gap between HOMO and LUMO, eV: 8.09

Atomic partial charges in e from the Löwdin method, atoms 1 to 2: -0.4517 -0.2316

---

C4H16N8O4 | ωB97M-V/def2-TZVPD

Geometry as XYZ:
```
32
Properties=species:S:1:pos:R:3
N 1.95010 -2.24844 2.09229
C 1.16250 -3.30063 1.63982
N -0.14488 -2.92551 1.47403
O 1.57614 -4.38328 1.24637
H 1.74178 -1.37958 1.62741
H 2.92461 -2.48173 2.18128
H -0.47947 -2.04001 1.82932
H -0.80032 -3.56133 1.06208
N 1.24577 0.04255 -2.55353
C 1.05820 -0.29692 -1.24442
N -0.21097 -0.07404 -0.80552
O 1.96351 -0.72550 -0.52461
H 0.66437 0.74691 -2.97369
H 2.22743 0.08630 -2.78890
H -0.43766 -0.31778 0.14243
H -0.97457 0.06471 -1.43553
N -0.64708 -0.56791 3.34101
C -1.92960 -0.12071 3.48430
N -2.79061 -0.99987 4.03718
O -2.27216 1.02345 3.17140
H -0.39986 -1.31351 3.96919
H 0.06789 -0.01695 2.90865
H -2.57531 -1.91469 4.38262
H -3.75390 -0.71271 4.01304
N -0.63048 2.50217 -3.65865
C 0.30322 3.31394 -4.24846
N 0.70131 4.39421 -3.51874
O 0.88472 2.99336 -5.28267
H -0.91741 1.67173 -4.13983
H -1.22840 2.96542 -2.99398
H 0.28326 4.57341 -2.62259
H 1.43785 5.00293 -3.81131
```

Gap between HOMO and LUMO, eV: 9.68
SMILES: NC(N)=O.NC(N)=O.NC(N)=O.NC(N)=O

Atomic partial charges in e from the Löwdin method, atoms 1 to 2: 0.1307 -0.6602

---

C4H16NO2 | ωB97M-V/def2-TZVPD

Geometry as XYZ:
```
23
Properties=species:S:1:pos:R:3
C 0.39569 0.76315 0.79707
C 1.42570 -0.35526 0.81044
C 0.90894 -1.73952 1.27502
C -0.22428 -2.36799 0.42614
N -0.51943 0.67164 -0.39173
H -0.29052 0.76732 1.72404
H 0.84766 1.75382 0.71745
H 1.89737 -0.46306 -0.20365
H 2.27379 -0.05048 1.46633
H 1.75914 -2.38344 1.27081
H 0.51579 -1.58151 2.31153
H -1.23390 -1.97134 0.58977
H -0.34336 -3.44670 0.67967
H 0.01198 -2.34787 -0.67837
H -0.96187 -0.28371 -0.43585
H 0.02274 0.81111 -1.29345
H -1.28657 1.37977 -0.34627
H 1.03790 1.63340 -3.37002
H 1.33094 0.10974 -3.32061
O 0.95217 0.85129 -2.82335
H -2.44433 3.44686 0.32521
H -3.52235 2.31112 0.27023
O -2.55320 2.49167 0.19956
```

Gap between HOMO and LUMO, eV: 12.18
Charge: +1

Atomic partial charges in e from the Löwdin method, atoms 1 to 2: -0.1658 -0.2058

---

C4H16NO2 | ωB97M-V/def2-TZVPD

Geometry as XYZ:
```
23
Properties=species:S:1:pos:R:3
C -0.26897 -2.00715 0.51807
C 0.45064 -0.86913 -0.15277
C 0.05508 -0.80960 -1.69461
C 0.69608 0.41377 -2.29329
N 0.04938 0.36860 0.54137
H -0.06093 -2.97152 0.02391
H -1.33647 -1.84496 0.50429
H 0.21490 -2.18502 1.44584
H 1.50903 -0.87279 -0.03605
H 0.47075 -1.69280 -2.12435
H -1.00045 -0.68986 -1.85920
H 0.46732 0.33882 -3.31365
H 0.41594 1.43728 -1.98691
H 1.81194 0.33754 -2.18236
H 0.60102 1.15065 0.04304
H -0.97942 0.55070 0.52207
H 0.29719 0.49449 1.52227
H -1.62475 3.10766 -0.67005
H -2.25971 2.23869 0.46824
O -1.54578 2.19191 -0.20815
H 1.40600 0.91527 3.70483
H 0.02432 0.02798 3.95298
O 0.60688 0.36944 3.27449
```

Gap between HOMO and LUMO, eV: 11.89
Charge: +1

Atomic partial charges in e from the Löwdin method, atoms 1 to 2: -0.0408 -0.3478

---

C4H16NO2 | ωB97M-V/def2-TZVPD

Geometry as XYZ:
```
23
Properties=species:S:1:pos:R:3
C 1.99961 -1.06910 0.49155
C 0.68846 -0.09780 0.65281
C 1.07115 1.29113 0.24034
C -0.04040 2.38635 0.47508
N -0.47157 -0.55905 -0.13221
H 2.35445 -1.41094 1.43135
H 2.86565 -0.38824 -0.03496
H 1.84595 -1.75322 -0.36395
H 0.57238 -0.03511 1.88558
H 1.99829 1.64393 0.76995
H 1.35935 1.35997 -0.85256
H -0.58094 2.90081 -0.26611
H -0.77190 1.90625 1.19275
H 0.36168 3.03580 1.22613
H -1.44313 -0.19744 0.45010
H -0.56412 -0.19815 -1.15712
H -0.45809 -1.49926 -0.13740
H -0.18764 -1.08523 -3.69273
H 0.75965 -0.00988 -3.22841
O 0.00044 -0.56549 -2.89146
H -4.02445 -2.60655 1.11058
H -3.89999 -1.20873 1.70451
O -3.43484 -1.84008 1.12616
```

Gap between HOMO and LUMO, eV: 12.10
Charge: +1

Atomic partial charges in e from the Löwdin method, atoms 1 to 2: -0.0176 -0.3806

---

What are the LUMO energy values for these records? In order: 0.71, -6.64, 0.55, 0.84, 0.16, -2.82, -3.05, -3.00 eV.
What are the electronic energy values for these records? In order: -421.9081, -421.3797, -572.3840, -380.9113, -901.1718, -367.0202, -366.9855, -366.9335 Eh.
What are the ΔE to the lowest compared entry with this formula, charge and spin values for these records? In order: 218.7, 99.6, 300.9, 274.5, 79.4, 24.4, 115.4, 252.1 kJ/mol.